Here is an isolated molecule of C4H2 at a distorted geometry from the OMol25 dataset. Energies are from wB97M-V/def2-TZVPD.

```
6
C4H2 wB97M-V/def2-TZVPD
C -1.918 0.009 -0.034
C -0.711 -0.180 -0.031
C 0.700 -0.129 0.030
C 1.889 -0.014 -0.031
H -2.961 0.149 0.083
H 3.001 0.166 -0.018
```

The calculation puts the total energy at -153.47433 hartree. The structure (SMILES) is C#CC#C. The HOMO-LUMO gap is 10.97 eV. Its energy above the lowest of the compared OMol25 structures with the same formula, charge and spin is 0.184 eV.